The following is a quantum chemistry calculation of a cluster of 2 separate species, C18H20N2O3 in total at a distorted geometry, from the OMol25 dataset.

Its lowest unoccupied orbital energy is -1.8397 eV. The gap between HOMO and LUMO comes out at 4.10 eV. The maximum force comes out at 0.0459 hartree/bohr. The value obtained for the relative energy (zero: lowest compared OMol25 entry of this formula, charge and spin) is 6.574 eV.

Geometry as ORCA input:
```
! RIJCOSX wB97M-V def2-TZVPD def2/J DEFGRID3
* xyz 0 1
C -1.1353 4.7633 -0.9782
C 0.2191 4.0659 -0.8701
C 0.1807 2.9116 0.1299
N -0.9190 1.9717 -0.1736
C -0.7325 0.6658 -0.1629
C -1.7136 -0.3009 -0.5997
C -2.5904 -0.0333 -1.6860
C -3.5848 -0.9409 -2.0396
C -3.7072 -2.1550 -1.3511
C -2.8166 -2.4584 -0.3094
C -1.8198 -1.5568 0.0505
C -2.2347 2.6327 -0.2254
C -2.2463 3.7558 -1.2543
H -1.3517 5.2884 -0.0393
H -1.1077 5.5093 -1.7774
H 0.5099 3.6810 -1.8556
H 0.9878 4.7802 -0.5583
H 1.1260 2.3604 0.1379
H -0.0106 3.3308 1.1306
H 0.2357 0.3130 0.2205
H -2.4879 0.9017 -2.2439
H -4.2684 -0.6911 -2.8530
H -4.4872 -2.8635 -1.6312
H -2.9068 -3.4088 0.2194
H -1.1002 -1.7816 0.8400
H -3.0368 1.9247 -0.4388
H -2.4155 3.0763 0.7681
H -3.2271 4.2438 -1.2327
H -2.1166 3.3353 -2.2607
O 4.0283 -1.9111 4.3296
N 4.1799 -2.9842 3.7080
O 4.6920 -3.9959 4.2310
C 3.7477 -3.0583 2.3350
C 3.9573 -4.2560 1.6262
C 3.5422 -4.3128 0.2890
C 2.9364 -3.2307 -0.3218
C 2.6703 -1.9658 0.3820
O 2.0877 -0.9877 -0.1479
C 3.1446 -1.9520 1.7565
H 4.4350 -5.0936 2.1295
H 3.7072 -5.2368 -0.2645
H 2.6180 -3.2823 -1.3594
H 3.0107 -1.0542 2.3511
*
```

---

The following is a quantum chemistry calculation of a cluster of 7 separate species, C21H56O12 in total at a distorted geometry, from the OMol25 dataset.

Its lowest unoccupied orbital energy is 0.2002 eV. The gap between HOMO and LUMO comes out at 9.57 eV. The maximum force comes out at 0.0427 hartree/bohr. As for the structure (SMILES): COCCOC.COCCOC.COCCOC.COCCOC.COCCOC.CO.O. The value obtained for the relative energy (zero: lowest compared OMol25 entry of this formula, charge and spin) is 0.000 eV.

Geometry as ORCA input:
```
! RIJCOSX wB97M-V def2-TZVPD def2/J DEFGRID3
* xyz 0 1
C -2.0026 -2.8048 -23.3405
O -1.8230 -2.1574 -22.0879
C -0.6473 -2.4547 -21.3886
C -0.8271 -3.5809 -20.3686
O -1.5302 -4.7305 -20.8119
C -0.6784 -5.7174 -21.3604
H -1.1620 -2.4734 -23.9501
H -3.0050 -2.5867 -23.6994
H -2.0217 -3.8984 -23.2690
H -0.4089 -1.5394 -20.8445
H 0.1824 -2.7353 -22.0529
H -1.4767 -3.2515 -19.5464
H 0.1104 -3.7228 -19.8131
H -0.6548 -6.6240 -20.7484
H 0.3251 -5.3800 -21.6244
H -1.0639 -6.1173 -22.3103
C -7.5696 -11.7999 -19.2947
O -7.3694 -11.7954 -20.6940
C -6.0872 -11.2832 -21.0609
C -5.8450 -11.5801 -22.5464
O -6.1207 -12.9238 -22.8030
C -5.9808 -13.2805 -24.1612
H -7.8912 -10.8080 -18.9623
H -6.7582 -12.1081 -18.6283
H -8.3748 -12.5197 -19.1450
H -5.3496 -11.7558 -20.4069
H -6.1607 -10.1914 -20.9632
H -4.7793 -11.3541 -22.6895
H -6.4548 -10.8705 -23.1146
H -6.1553 -14.3518 -24.1750
H -4.9484 -13.0963 -24.4889
H -6.5977 -12.7113 -24.8627
C -4.5570 -10.0904 -26.6994
O -3.6990 -9.7712 -25.6173
C -3.8061 -8.3903 -25.3405
C -2.8231 -7.9298 -24.2622
O -3.0821 -8.5787 -23.0344
C -2.2099 -9.6299 -22.7197
H -4.0700 -9.8588 -27.6451
H -5.6015 -9.8030 -26.5693
H -4.6359 -11.1845 -26.6629
H -4.7968 -8.1242 -24.9597
H -3.6038 -7.7867 -26.2312
H -2.8937 -6.8483 -24.1707
H -1.8376 -8.2846 -24.5870
H -2.5462 -10.0603 -21.7788
H -1.1620 -9.3285 -22.6184
H -2.2357 -10.4248 -23.4726
C -1.6345 -16.5840 -24.8589
O -2.3413 -16.3145 -26.0427
C -2.7142 -14.9594 -26.1110
C -3.5987 -14.7650 -27.3226
O -4.8276 -15.4351 -27.0736
C -5.6069 -15.6571 -28.2184
H -0.9044 -17.3800 -24.9590
H -2.3373 -16.8098 -24.0448
H -1.1277 -15.7138 -24.4197
H -1.8755 -14.2662 -26.2265
H -3.2992 -14.6973 -25.2255
H -3.1522 -15.1742 -28.2326
H -3.8058 -13.7021 -27.4850
H -5.8940 -14.6975 -28.6584
H -6.5086 -16.2066 -27.9417
H -5.1323 -16.3381 -28.9346
C -6.9789 -7.2098 -27.2653
O -6.0094 -6.2627 -26.8367
C -6.3011 -5.7163 -25.5760
C -5.1770 -4.7725 -25.1859
O -4.7331 -3.9151 -26.2207
C -5.7426 -3.0955 -26.7494
H -6.5001 -7.7375 -28.0855
H -7.9032 -6.6918 -27.5375
H -7.2218 -7.9125 -26.4618
H -6.4277 -6.5240 -24.8431
H -7.2849 -5.2261 -25.5591
H -4.3288 -5.4412 -24.9975
H -5.2996 -4.2208 -24.2471
H -5.4029 -2.7537 -27.7306
H -5.9125 -2.1664 -26.1872
H -6.7481 -3.4863 -26.9238
O -8.7608 -9.7780 -27.5953
H -9.3227 -10.1864 -26.9264
H -8.1067 -10.4533 -27.8077
C -4.3624 -6.1110 -29.5081
O -3.5732 -5.7823 -30.6367
H -4.4999 -5.2508 -28.8482
H -5.3528 -6.5034 -29.7447
H -3.8924 -6.9571 -28.9817
H -2.7387 -5.4467 -30.3032
*
```

---

The following is a quantum chemistry calculation of a structure of composition C32H41N7NaO5PSSi at a distorted geometry, from the OMol25 dataset.

Its lowest unoccupied orbital energy (spin up / spin down) is 3.1319 / 3.1312 eV. The gap between HOMO and LUMO (spin up / spin down) comes out at 3.38 / 3.44 eV. The maximum force comes out at 0.1413 hartree/bohr. The value obtained for the relative energy (zero: lowest compared OMol25 entry of this formula, charge and spin) is 2.635 eV.

Geometry as ORCA input:
```
! RIJCOSX wB97M-V def2-TZVPD def2/J DEFGRID3
* xyz -2 1
Na 0.1077 -0.3587 -1.6685
C -1.1837 2.7727 2.6006
N -2.5734 2.3017 2.7195
C -2.7641 1.0297 2.7907
C -4.0504 0.4314 2.9491
C -5.3145 0.9790 3.2502
C -6.2241 -0.0727 3.5804
C -5.6192 -1.2645 3.3490
N -4.2243 -1.0061 3.0543
C -1.1788 4.2390 2.3015
C -2.2358 4.8109 1.6022
C -2.2562 6.1689 1.3135
C -1.2538 6.9669 1.7929
C -0.2193 6.3764 2.4989
C -0.1662 5.0513 2.8037
H -0.6399 2.1385 1.8284
H -0.5969 2.7340 3.5609
H -1.8927 0.3419 2.8473
H -5.5282 2.0448 3.1668
H -7.1835 0.1050 4.0516
H -5.9705 -2.2519 3.4758
H -3.0441 4.1660 1.2740
H -3.1434 6.5747 0.8872
H -1.2981 8.0013 1.5180
H 0.5686 7.0227 2.8019
H 0.6677 4.6442 3.4544
C 3.0775 -1.9937 -4.0559
P 2.1605 -0.3077 -4.0426
C 3.6318 0.7986 -4.3722
C 1.4775 0.1037 -5.7925
O 1.7972 0.5054 -2.8644
H 2.5545 -2.6685 -3.2741
H 4.1197 -1.8100 -3.7803
H 3.0384 -2.5123 -5.0388
H 4.3467 0.5071 -5.1343
H 4.3231 0.9759 -3.5276
H 3.1981 1.8103 -4.5945
H 0.3892 0.3673 -5.6409
H 1.5308 -0.8365 -6.4022
H 2.0093 0.8140 -6.4458
N -2.2407 -2.2495 2.3646
C -3.3262 -1.9879 2.8985
H -2.0272 -3.1841 2.0289
C -3.8086 0.9019 -2.8150
C -2.8640 1.0671 -1.6050
N -3.0396 2.0670 -0.7640
O -1.9866 0.1454 -1.4503
H -4.5343 0.1165 -2.4998
H -3.1814 0.6385 -3.6765
H -4.3768 1.8708 -2.8044
H -3.9577 2.4584 -0.9325
H -2.7911 2.0459 0.2382
O 8.0216 -0.4771 3.2207
S 7.5049 0.7716 3.8073
O 6.7201 1.4993 2.8642
O 8.3414 1.3921 4.8656
C 6.0246 -0.0718 4.4831
N 5.8669 -0.1654 5.7743
C 4.6639 -0.7045 6.0943
C 3.7518 -1.2177 5.1680
C 4.0537 -0.9528 3.8183
N 5.2348 -0.4605 3.4907
C 3.1301 -1.1122 2.6836
C 1.7779 -1.5027 2.6911
C 1.0154 -1.4950 1.5367
N 1.4997 -1.0826 0.3527
C 2.7940 -0.6685 0.3552
C 3.6255 -0.6911 1.4124
H 4.4566 -0.7915 7.1629
H 2.7956 -1.5516 5.5079
H 1.5094 -1.9013 3.6380
H -0.0191 -1.6589 1.5881
H 3.1906 -0.2775 -0.5863
H 4.6431 -0.2483 1.3790
C -1.6798 -4.3222 -5.9139
Si -1.3642 -3.8305 -4.0803
C -2.9757 -3.3322 -3.3010
C -0.6514 -5.2757 -3.1291
C -0.1369 -2.4708 -3.8077
C 0.3949 -1.3795 -3.9868
H -2.7592 -4.2295 -6.1935
H -1.3003 -5.3713 -6.0284
H -1.1529 -3.6108 -6.5557
H -3.4371 -2.4758 -3.7189
H -2.7100 -3.0672 -2.3038
H -3.6430 -4.2298 -3.3619
H 0.3190 -5.5066 -3.5319
H -1.2692 -6.1874 -3.1134
H -0.5395 -4.9335 -2.1017
*
```

---

The following is a quantum chemistry calculation of an isolated molecule of C4H7NO3 at a distorted geometry, from the OMol25 dataset.

Its lowest unoccupied orbital energy is 0.8409 eV. The gap between HOMO and LUMO comes out at 10.42 eV. The maximum force comes out at 0.0869 hartree/bohr. As for the structure (SMILES): O=CN1CCOCO1. The value obtained for the relative energy (zero: lowest compared OMol25 entry of this formula, charge and spin) is 4.148 eV.

Geometry as ORCA input:
```
! RIJCOSX wB97M-V def2-TZVPD def2/J DEFGRID3
* xyz 0 1
C -0.1315 1.6232 0.0824
C -0.0548 -0.2861 1.5674
C 0.8396 -1.3435 0.9161
C 0.0219 -0.7418 -1.2501
H 0.3733 2.1352 0.9108
H 0.5100 0.4197 2.0780
H -0.8798 -0.7158 2.0831
H 0.2967 -2.2607 1.0194
H 1.8461 -1.4248 1.4385
H -0.2661 -1.5775 -1.8852
H 0.3266 0.1074 -1.7907
N -0.6231 0.3854 0.4612
O -0.2525 2.1077 -1.0425
O 1.1443 -1.0297 -0.3808
O -1.1288 -0.4396 -0.4489
*
```